{
  "formula": "C16H21BBr2NO2",
  "method": "wB97M-V/def2-TZVPD",
  "spin_multiplicity": 1,
  "fmax_ev_per_a": 1.539,
  "total_charge": -1,
  "homo_ha": -0.1840,
  "homo_lumo_gap_ha": 0.2905,
  "e_lumo_ev": 2.898,
  "elements": ["C", "C", "Br", "C", "Br", "B", "C", "C", "O", "C", "C", "C", "N", "O", "C", "C", "C", "C", "C", "C", "C", "C", "H", "H", "H", "H", "H", "H", "H", "H", "H", "H", "H", "H", "H", "H", "H", "H", "H", "H", "H", "H", "H"],
  "positions_angstrom": [[-0.10, 3.52, 1.25], [0.43, 2.12, 1.46], [0.58, 1.63, 3.31], [0.76, 1.26, 0.49], [0.50, 1.99, -1.30], [1.30, -0.28, 0.66], [2.69, -0.44, 1.57], [3.70, 0.64, 1.43], [3.58, 1.80, 1.78], [1.54, -1.00, -0.81], [2.83, -0.52, -1.57], [2.51, -0.43, -3.05], [2.15, -1.65, -3.78], [2.51, 0.62, -3.66], [0.08, -1.18, 1.38], [-1.30, -0.86, 0.87], [-2.16, 0.01, 1.49], [-3.41, 0.24, 0.99], [-3.87, -0.39, -0.13], [-5.27, -0.15, -0.66], [-3.03, -1.25, -0.77], [-1.77, -1.47, -0.27], [-1.16, 3.41, 1.01], [-0.03, 4.10, 2.18], [0.45, 4.06, 0.49], [2.39, -0.59, 2.61], [3.16, -1.39, 1.26], [4.68, 0.33, 0.98], [0.68, -0.91, -1.47], [1.68, -2.07, -0.60], [3.68, -1.20, -1.45], [3.08, 0.50, -1.29], [2.77, -2.39, -3.48], [1.20, -1.91, -3.54], [0.26, -2.22, 1.10], [0.11, -1.14, 2.47], [-1.83, 0.53, 2.38], [-4.09, 0.93, 1.48], [-5.27, 0.71, -1.33], [-5.61, -1.05, -1.18], [-5.93, 0.04, 0.19], [-3.34, -1.77, -1.67], [-1.14, -2.17, -0.79]]
}

{
  "formula": "C30H48Br2FN2O10PS2",
  "method": "wB97M-V/def2-TZVPD",
  "spin_multiplicity": 1,
  "fmax_ev_per_a": 1.793,
  "smiles": "[H]/N=C\\C[C@@]1(CNC)C(=O)O[C@](C[C@H](C)F)([PH2]=S)[C@@]1(S)[C@H](Br)[C@@H](C)Br.O=C1CCCO1.O=C1CCCO1.O=C1CCCO1.O=C1CCCO1",
  "homo_ha": -0.2986,
  "homo_lumo_gap_ha": 0.2969,
  "e_lumo_ev": -0.044,
  "elements": ["H", "N", "C", "C", "C", "C", "N", "C", "C", "O", "O", "C", "C", "C", "C", "F", "P", "S", "C", "S", "C", "Br", "C", "C", "Br", "H", "H", "H", "H", "H", "H", "H", "H", "H", "H", "H", "H", "H", "H", "H", "H", "H", "H", "H", "H", "H", "H", "H", "O", "C", "C", "C", "C", "O", "H", "H", "H", "H", "H", "H", "O", "C", "C", "C", "C", "O", "H", "H", "H", "H", "H", "H", "O", "C", "C", "C", "C", "O", "H", "H", "H", "H", "H", "H", "O", "C", "C", "C", "C", "O", "H", "H", "H", "H", "H", "H"],
  "positions_angstrom": [[5.72, 0.43, -2.05], [5.77, -0.59, -1.97], [5.10, -0.98, -0.97], [4.36, -0.07, -0.01], [3.33, -0.75, 0.91], [4.09, -1.82, 1.72], [3.92, -1.69, 3.19], [5.21, -1.42, 3.85], [2.96, 0.38, 1.91], [3.72, 1.15, 2.46], [1.61, 0.47, 2.04], [1.03, 0.16, 0.73], [1.20, 1.39, -0.14], [0.72, 2.73, 0.43], [1.80, 3.79, 0.42], [0.22, 2.64, 1.73], [-0.82, 0.02, 1.15], [-2.05, 0.98, -0.03], [1.89, -1.13, 0.38], [1.19, -2.34, 1.62], [1.94, -1.74, -1.03], [2.27, -0.42, -2.45], [0.84, -2.65, -1.58], [0.80, -4.09, -1.05], [-0.91, -1.83, -1.59], [5.06, -2.05, -0.78], [3.98, 0.76, -0.59], [5.11, 0.34, 0.65], [5.15, -1.71, 1.50], [3.86, -2.83, 1.40], [3.64, -2.60, 3.50], [5.06, -1.34, 4.92], [5.61, -0.50, 3.45], [5.95, -2.20, 3.65], [2.24, 1.50, -0.41], [0.68, 1.23, -1.08], [-0.09, 3.09, -0.19], [1.34, 4.72, 0.74], [2.59, 3.56, 1.13], [2.16, 3.94, -0.59], [-1.20, -1.32, 1.23], [-0.90, 0.53, 2.45], [1.82, -3.47, 1.27], [2.83, -2.36, -1.09], [1.09, -2.75, -2.63], [0.55, -4.77, -1.85], [0.08, -4.16, -0.24], [1.76, -4.36, -0.63], [-0.46, 3.58, -2.31], [0.29, 3.60, -3.24], [-0.02, 3.86, -4.69], [1.23, 3.36, -5.41], [2.30, 3.58, -4.34], [1.63, 3.39, -3.09], [-0.17, 4.94, -4.82], [-0.92, 3.34, -4.99], [1.45, 3.87, -6.34], [1.14, 2.30, -5.62], [2.72, 4.59, -4.37], [3.12, 2.86, -4.41], [-4.29, 0.35, 4.38], [-3.76, 1.42, 4.41], [-3.77, 2.42, 5.56], [-3.28, 3.71, 4.88], [-2.41, 3.16, 3.76], [-3.01, 1.90, 3.40], [-3.07, 2.08, 6.32], [-4.76, 2.51, 5.98], [-2.75, 4.39, 5.54], [-4.13, 4.24, 4.45], [-1.38, 2.97, 4.08], [-2.39, 3.79, 2.88], [-9.99, -3.10, 4.94], [-9.07, -2.44, 4.54], [-7.59, -2.77, 4.63], [-6.93, -1.42, 4.35], [-7.97, -0.75, 3.46], [-9.24, -1.26, 3.91], [-7.36, -3.51, 3.87], [-7.35, -3.16, 5.61], [-5.95, -1.48, 3.89], [-6.83, -0.86, 5.28], [-7.85, -1.01, 2.41], [-7.98, 0.33, 3.55], [1.67, -0.20, -6.75], [1.19, -1.29, -6.73], [0.19, -1.85, -5.73], [0.27, -3.35, -5.98], [0.65, -3.40, -7.45], [1.46, -2.22, -7.67], [-0.79, -1.44, -5.95], [0.48, -1.57, -4.71], [-0.65, -3.89, -5.76], [1.07, -3.79, -5.38], [-0.22, -3.35, -8.11], [1.24, -4.27, -7.71]]
}

{
  "formula": "C4H11NOS",
  "method": "wB97M-V/def2-TZVPD",
  "spin_multiplicity": 1,
  "fmax_ev_per_a": 1.693,
  "smiles": "N[C@H](CO)CCS",
  "de_lowest_kcal_mol": 26.1,
  "homo_ha": -0.3291,
  "homo_lumo_gap_ha": 0.3537,
  "e_lumo_ev": 0.670,
  "elements": ["N", "C", "C", "O", "C", "C", "S", "H", "H", "H", "H", "H", "H", "H", "H", "H", "H", "H"],
  "positions_angstrom": [[-0.42, 1.41, 0.08], [0.60, 0.38, 0.22], [2.00, 0.96, 0.07], [2.31, 1.92, 1.13], [0.50, -0.75, -0.85], [-0.90, -1.16, -1.24], [-1.98, -1.57, 0.18], [-0.06, 2.24, -0.38], [-0.76, 1.71, 0.98], [0.57, -0.05, 1.21], [2.74, 0.17, 0.23], [2.10, 1.47, -0.88], [1.55, 1.94, 1.72], [0.99, -1.57, -0.31], [1.07, -0.46, -1.72], [-1.40, -0.33, -1.72], [-0.88, -2.04, -1.88], [-2.06, -0.31, 0.61]]
}

{
  "formula": "C5H6O2",
  "method": "wB97M-V/def2-TZVPD",
  "spin_multiplicity": 1,
  "fmax_ev_per_a": 2.654,
  "de_lowest_kcal_mol": 101.0,
  "homo_ha": [-0.2565, -0.3087],
  "homo_lumo_gap_ha": [0.2387, 0.3342],
  "e_lumo_ev": [-0.485, 0.694],
  "elements": ["O", "C", "C", "O", "C", "C", "C", "H", "H", "H", "H", "H", "H"],
  "positions_angstrom": [[-0.22, -2.13, -0.68], [-0.24, -0.96, -0.38], [-1.43, -0.18, 0.18], [-1.17, 1.16, -0.21], [0.07, 1.22, -0.66], [1.35, -0.12, 0.92], [0.93, 0.07, -0.50], [-1.44, -0.26, 1.27], [-2.40, -0.47, -0.23], [0.29, 2.14, -1.18], [1.35, -1.13, 1.31], [1.13, 0.67, 1.64], [1.65, -0.12, -1.31]]
}

{
  "formula": "C10H19Cl3N5O2S2Tc",
  "method": "wB97M-V/def2-TZVPD",
  "spin_multiplicity": 4,
  "fmax_ev_per_a": 0.435,
  "total_charge": 3,
  "de_lowest_kcal_mol": 1.0,
  "homo_ha": [-0.6903, -0.6883],
  "homo_lumo_gap_ha": [0.3296, 0.2432],
  "e_lumo_ev": [-9.818, -12.113],
  "s_squared": 3.7722,
  "elements": ["Tc", "N", "C", "C", "N", "C", "C", "N", "H", "H", "H", "H", "H", "H", "H", "H", "H", "H", "H", "H", "H", "Cl", "C", "Cl", "Cl", "C", "N", "S", "C", "N", "C", "C", "S", "H", "H", "H", "H", "H", "O", "C", "O", "H"],
  "positions_angstrom": [[-0.36, 0.29, -0.08], [-2.18, -0.81, -0.26], [-3.38, -0.03, 0.19], [-2.94, 0.90, 1.30], [-1.69, 1.63, 0.90], [-1.87, 2.89, 0.11], [-1.94, 2.58, -1.37], [-0.80, 1.67, -1.73], [-2.37, -1.22, -1.18], [-2.05, -1.60, 0.37], [-4.16, -0.71, 0.55], [-3.79, 0.50, -0.66], [-2.70, 0.34, 2.20], [-3.73, 1.62, 1.56], [-1.21, 1.86, 1.78], [-1.01, 3.52, 0.32], [-2.77, 3.41, 0.44], [-1.89, 3.50, -1.96], [-2.86, 2.07, -1.65], [0.04, 2.23, -1.89], [-0.98, 1.23, -2.63], [3.58, 4.20, 0.09], [3.36, 2.88, 1.22], [2.92, 3.44, 2.83], [4.74, 1.79, 1.25], [2.21, 2.09, 0.73], [1.30, 1.50, 0.36], [0.65, -1.01, -1.74], [1.53, -2.43, -1.24], [2.20, -3.10, -2.13], [2.91, -4.31, -1.68], [2.59, -4.50, -0.18], [1.57, -3.06, 0.34], [2.23, -2.82, -3.10], [3.97, -4.18, -1.86], [2.56, -5.16, -2.27], [3.48, -4.51, 0.43], [2.01, -5.40, 0.01], [0.09, 0.85, 3.02], [0.23, -0.30, 2.73], [-0.01, -0.77, 1.47], [0.54, -1.10, 3.41]]
}

{
  "formula": "C42H58N4O3Sn",
  "method": "wB97M-V/def2-TZVPD",
  "spin_multiplicity": 1,
  "fmax_ev_per_a": 0.482,
  "total_charge": 2,
  "de_lowest_kcal_mol": 0.0,
  "homo_ha": -0.4511,
  "homo_lumo_gap_ha": 0.2172,
  "e_lumo_ev": -6.366,
  "elements": ["Sn", "C", "C", "C", "C", "C", "C", "C", "N", "C", "C", "C", "C", "C", "C", "C", "C", "C", "C", "N", "C", "C", "C", "N", "C", "C", "C", "C", "C", "C", "C", "C", "C", "C", "C", "C", "C", "C", "N", "C", "C", "H", "H", "H", "H", "H", "H", "H", "H", "H", "H", "H", "H", "H", "H", "H", "H", "H", "H", "H", "H", "H", "H", "H", "H", "H", "H", "H", "H", "H", "H", "H", "H", "H", "H", "H", "H", "H", "H", "H", "H", "H", "H", "H", "H", "C", "O", "C", "C", "O", "C", "C", "O", "C", "H", "H", "H", "H", "H", "H", "H", "H", "H", "H", "H", "H", "H", "H"],
  "positions_angstrom": [[0.48, -0.69, -0.46], [4.61, 3.33, -4.08], [4.32, 1.93, -3.53], [3.44, 1.98, -2.32], [3.70, 1.92, -0.99], [4.98, 1.71, -0.24], [6.30, 1.85, -0.99], [2.45, 2.00, -0.21], [1.44, 2.22, -1.18], [2.01, 2.22, -2.50], [1.10, 2.58, -3.43], [-0.20, 2.85, -2.72], [-0.56, 4.24, -2.14], [-0.78, 5.52, -2.85], [-1.97, 5.39, -3.81], [-0.51, 3.88, -0.82], [0.24, 2.76, -1.27], [-1.27, 0.83, -2.81], [-2.28, 0.08, -2.03], [-1.68, -0.22, -0.86], [-2.67, -0.17, 0.11], [-2.36, 0.20, 1.41], [-1.10, 0.67, 1.85], [-0.03, 0.89, 0.98], [0.96, 1.45, 1.72], [2.24, 1.76, 1.10], [0.57, 1.59, 3.06], [-0.74, 1.10, 3.14], [-1.61, 1.11, 4.35], [-2.10, 2.52, 4.70], [1.40, 2.20, 4.15], [1.53, 3.72, 4.02], [-3.94, -0.04, -0.54], [-3.69, 0.15, -1.89], [-4.71, 0.36, -2.97], [-4.13, 0.66, -4.35], [-5.27, 0.08, 0.14], [-5.69, 1.54, 0.34], [-1.42, 2.08, -2.95], [-0.68, 4.53, 0.50], [0.53, 5.41, 0.85], [5.23, 3.26, -4.97], [5.14, 3.94, -3.35], [3.69, 3.85, -4.35], [5.25, 1.43, -3.30], [3.82, 1.33, -4.29], [4.93, 0.72, 0.24], [4.97, 2.43, 0.59], [6.47, 1.02, -1.67], [7.12, 1.86, -0.28], [6.34, 2.78, -1.55], [1.26, 2.62, -4.49], [0.12, 5.76, -3.42], [-0.94, 6.32, -2.13], [-1.81, 4.60, -4.54], [-2.11, 6.33, -4.34], [-2.89, 5.17, -3.27], [-0.28, 0.35, -2.87], [-3.18, 0.26, 2.11], [3.12, 1.70, 1.73], [-1.06, 0.70, 5.20], [-2.47, 0.45, 4.20], [-1.28, 3.16, 5.01], [-2.82, 2.48, 5.52], [-2.59, 2.98, 3.85], [2.39, 1.75, 4.15], [0.96, 1.95, 5.12], [2.10, 3.98, 3.13], [2.05, 4.14, 4.89], [0.56, 4.19, 3.95], [-5.40, 1.16, -2.68], [-5.32, -0.55, -3.03], [-3.55, 1.58, -4.34], [-4.93, 0.78, -5.08], [-3.49, -0.15, -4.70], [-5.23, -0.43, 1.11], [-6.02, -0.45, -0.45], [-4.93, 2.08, 0.90], [-6.62, 1.59, 0.90], [-5.83, 2.05, -0.61], [-0.81, 3.75, 1.25], [-1.59, 5.13, 0.49], [1.43, 4.80, 0.96], [0.36, 5.93, 1.79], [0.72, 6.15, 0.08], [-1.46, -3.07, 0.86], [-0.28, -2.30, 1.10], [0.47, -2.81, 2.20], [1.69, -1.94, 2.39], [2.27, -1.58, 1.14], [3.30, -2.43, 0.64], [2.81, -3.75, 0.08], [1.86, -3.51, -0.93], [1.60, -4.67, -1.71], [-2.15, -2.96, 1.69], [-1.19, -4.12, 0.74], [-1.93, -2.71, -0.06], [0.71, -3.86, 2.00], [-0.15, -2.77, 3.11], [2.42, -2.45, 3.03], [1.40, -1.01, 2.87], [4.03, -2.63, 1.43], [3.78, -1.85, -0.15], [2.39, -4.40, 0.86], [3.69, -4.28, -0.33], [2.49, -4.97, -2.25], [0.81, -4.41, -2.42], [1.26, -5.50, -1.08]]
}